# 1
Below is a structure of composition C11H19AgINO4P in a non-equilibrium geometry, with properties calculated with ωB97M-V/def2-TZVPD.

Computed properties:
E_HOMO (spin up / spin down) (eV): -15.27 / -15.54
LUMO energy (spin up / spin down) (eV): -7.3 / -9.2
Max |F| (Eh/bohr): 0.043
Orbital gap (spin up / spin down) (eV): 8.016 / 6.341
Charge: +2
Spin multiplicity: 2
Energy relative to the best compared isomer or geometry (same formula, charge and spin) (kJ/mol): 46.01
DFT total energy (eV): -42766.3903

```
38
Properties=species:S:1:pos:R:3:forces:R:3
C 4.550 -2.358 0.269 0.880 0.654 -0.301
C 3.986 -1.596 -0.890 -0.349 -0.024 -0.417
O 3.298 -2.170 -1.729 0.063 0.202 0.018
O 4.317 -0.323 -0.947 -0.265 -0.193 0.888
C 3.278 0.688 -0.776 -0.756 -0.090 -0.743
C 2.300 0.434 0.357 0.783 0.203 0.260
C 1.714 1.784 0.802 -0.187 -0.293 0.095
C 0.234 1.808 1.151 0.098 0.356 -0.337
C -0.718 1.421 0.015 -0.144 -0.478 0.933
C -1.706 0.326 0.381 -0.717 0.984 -0.781
C -2.717 0.175 -0.781 0.372 -1.473 1.609
C -3.637 -0.891 -0.109 -0.141 1.422 -0.107
P -5.094 -1.097 -1.156 -0.876 -0.674 1.095
O -5.377 0.297 -1.859 0.289 -0.003 -0.144
I -7.030 -1.533 0.151 0.546 -0.067 -0.320
C -3.817 -0.126 1.278 -0.852 -0.572 1.332
O -4.764 -0.222 2.026 1.271 0.388 -1.255
N -2.637 0.630 1.490 -0.971 -0.416 -0.276
H 3.904 -2.270 1.131 -0.347 -0.253 0.166
H 4.746 -3.411 -0.028 0.308 0.501 1.396
H 5.491 -1.901 0.540 0.389 -0.118 0.174
H 3.812 1.605 -0.614 0.414 0.229 0.052
H 2.719 0.765 -1.703 0.081 0.092 -0.323
H 2.880 0.053 1.191 -0.033 -0.312 0.288
H 1.561 -0.311 0.085 -0.262 -0.089 -0.121
H 2.254 2.078 1.690 0.219 0.261 0.218
H 1.928 2.550 0.065 -0.071 0.168 -0.343
H 0.056 1.229 2.047 -0.123 -0.383 0.178
H 0.006 2.830 1.424 -0.043 0.279 0.261
H -1.311 2.272 -0.295 -0.051 0.376 -0.154
H -0.196 1.073 -0.867 0.287 -0.062 -0.244
H -1.244 -0.605 0.685 0.441 -0.249 -0.305
H -3.287 1.080 -0.663 -0.105 0.582 -1.056
H -2.332 -0.021 -1.768 0.104 -0.085 -0.272
H -3.133 -1.813 0.156 -0.053 -0.488 -0.401
H -5.258 0.245 -2.817 -0.169 0.304 -0.224
H -2.959 1.594 1.533 0.556 0.263 0.485
Ag 4.181 -4.291 -1.466 -0.588 -0.944 -1.319
```
Forces are in eV/Å.



# 2
Below is a structure of composition C22H24FN3O3, with properties calculated with ωB97M-V/def2-TZVPD.

Computed properties:
E_HOMO (eV): -8.46
LUMO energy (eV): 0.2
Max |F| (Eh/bohr): 0.019
Orbital gap (eV): 8.709
Energy relative to the best compared isomer or geometry (same formula, charge and spin) (kJ/mol): 222.11
DFT total energy (eV): -36533.8272

```
53
Properties=species:S:1:pos:R:3:forces:R:3
O -0.717 1.210 -1.035 0.050 0.023 0.036
C -0.079 1.697 -1.958 -0.132 -0.031 -0.061
C -0.139 3.121 -2.365 0.059 0.018 0.036
C -0.949 4.032 -1.830 -0.020 0.013 0.001
C -0.996 5.475 -2.252 -0.013 -0.016 0.015
C -2.490 5.830 -2.204 -0.001 -0.003 -0.006
C -3.121 4.849 -1.182 -0.017 -0.010 -0.018
C -2.010 3.857 -0.778 0.040 0.027 -0.009
N 0.743 0.934 -2.735 -0.006 -0.019 -0.026
C 1.012 -0.448 -2.401 0.019 0.024 0.027
C 2.185 -0.574 -1.475 0.010 0.010 -0.057
C 2.617 -1.879 -0.775 0.000 0.008 0.025
C 3.477 -0.870 0.013 0.440 0.009 -0.169
N 4.116 -1.252 1.257 -0.871 0.128 0.182
C 4.498 -0.221 2.104 0.841 -0.433 0.170
O 5.288 0.642 1.776 -0.400 0.296 -0.171
C 4.010 -0.289 3.495 -0.008 0.001 0.020
C 3.036 -1.036 4.100 -0.003 0.012 -0.026
C 3.006 -0.624 5.466 0.003 -0.008 0.008
C 2.255 -0.986 6.586 -0.004 -0.013 -0.004
F 1.318 -1.943 6.446 0.006 0.009 0.004
C 2.458 -0.393 7.800 0.008 0.007 -0.009
C 3.445 0.605 7.924 -0.007 -0.005 0.007
C 4.216 1.005 6.859 0.005 0.000 -0.012
C 3.984 0.378 5.630 -0.009 -0.001 0.005
N 4.578 0.558 4.413 0.000 0.013 0.006
C 4.380 -0.346 -1.104 0.012 0.013 0.013
O 3.395 -0.156 -2.140 -0.007 -0.002 0.003
C 2.286 0.121 -0.104 -0.014 -0.040 0.012
H 0.538 3.429 -3.156 0.001 0.006 0.001
H -0.451 6.060 -1.504 0.011 0.000 -0.009
H -0.527 5.656 -3.218 -0.007 0.003 -0.005
H -2.652 6.872 -1.934 -0.006 0.000 -0.002
H -2.936 5.682 -3.188 0.006 -0.001 -0.002
H -3.524 5.368 -0.313 0.015 0.009 0.002
H -3.951 4.313 -1.641 -0.011 0.005 0.017
H -2.337 2.828 -0.677 -0.010 0.001 -0.008
H -1.571 4.148 0.181 -0.009 -0.035 0.013
H 1.345 1.388 -3.400 0.033 0.001 0.021
H 0.122 -0.854 -1.923 0.006 -0.009 -0.002
H 1.215 -1.008 -3.315 -0.012 -0.005 -0.002
H 1.818 -2.307 -0.169 0.006 -0.017 -0.007
H 3.126 -2.632 -1.376 -0.002 -0.001 -0.002
H 3.544 -1.928 1.747 0.021 -0.012 -0.007
H 2.397 -1.772 3.640 -0.002 0.000 0.006
H 1.860 -0.696 8.649 -0.001 -0.001 0.000
H 3.594 1.066 8.891 0.002 0.001 -0.001
H 4.971 1.772 6.967 -0.001 0.000 0.005
H 5.298 1.217 4.167 -0.002 -0.003 -0.008
H 4.865 0.596 -0.850 -0.008 0.001 -0.008
H 5.128 -1.079 -1.413 -0.006 -0.001 -0.005
H 2.501 1.189 -0.101 -0.003 0.006 -0.002
H 1.454 -0.129 0.551 -0.001 0.020 0.005
```
Forces are in eV/Å.



# 3
Below is a structure of composition C5H4CaNO5 in a non-equilibrium geometry, with properties calculated with ωB97M-V/def2-TZVPD.

Computed properties:
E_HOMO (eV): -11.17
LUMO energy (eV): -4.9
Max |F| (Eh/bohr): 0.144
Orbital gap (eV): 6.314
Charge: +1
Energy relative to the best compared isomer or geometry (same formula, charge and spin) (kJ/mol): 0.00
DFT total energy (eV): -35407.6709

```
16
Properties=species:S:1:pos:R:3:forces:R:3
O 1.110 1.769 -4.064 1.579 -3.157 4.048
C 1.377 1.125 -3.123 -1.634 3.456 -4.229
Ca 0.368 0.516 -0.406 2.158 -1.008 0.210
O -1.669 2.238 -2.674 2.736 -2.530 3.779
C -1.053 1.684 -1.858 -4.264 3.586 -4.839
C -1.664 -0.036 1.299 -2.967 -0.750 2.244
O -2.539 -0.285 1.999 2.864 0.770 -2.219
C 1.395 -1.282 0.767 0.702 -2.216 1.646
O 1.827 -2.189 1.322 -0.545 1.705 -1.316
C -0.735 -1.718 -1.489 -2.464 -3.706 -0.900
O -1.307 -2.689 -1.754 2.404 3.709 0.923
H 2.047 -0.714 -1.279 -0.580 0.159 0.794
N 1.143 2.238 1.320 0.278 0.589 -0.226
H 0.592 3.116 1.365 0.474 -0.754 0.234
H 2.091 2.534 1.026 -0.613 -0.207 0.330
H 1.248 1.867 2.274 -0.129 0.353 -0.478
```
Forces are in eV/Å.



# 4
Below is a structure of composition C32H35F5N7SSiV in a non-equilibrium geometry, with properties calculated with ωB97M-V/def2-TZVPD.

Computed properties:
E_HOMO (spin up / spin down) (eV): -7.45 / -7.43
LUMO energy (spin up / spin down) (eV): -1.3 / -1.5
Max |F| (Eh/bohr): 0.032
Orbital gap (spin up / spin down) (eV): 6.122 / 5.977
Spin multiplicity: 3
Energy relative to the best compared isomer or geometry (same formula, charge and spin) (kJ/mol): 110.46
DFT total energy (eV): -102170.7475

```
82
Properties=species:S:1:pos:R:3:forces:R:3
V -0.155 0.059 -0.878 -1.317 0.208 -0.995
C -3.658 -1.881 -3.001 -0.070 -0.043 -0.076
N -3.401 -1.233 -1.735 0.042 -0.056 -0.038
C -4.544 -0.483 -1.269 -0.027 0.039 0.045
C -2.906 -2.174 -0.761 -0.094 -0.152 0.085
C -2.477 -1.558 0.565 -0.028 -0.003 -0.075
N -1.640 -0.356 0.480 0.199 0.023 0.254
C -1.736 0.472 1.565 0.103 -0.106 -0.169
C -1.378 1.818 1.397 0.053 0.058 0.061
F -0.897 2.162 0.165 0.044 -0.024 0.040
C -1.431 2.764 2.389 -0.014 -0.061 -0.021
F -1.061 4.020 2.106 -0.002 0.042 0.030
C -1.866 2.431 3.660 0.026 0.005 -0.060
C -2.195 1.108 3.870 -0.003 -0.049 0.017
F -2.565 0.709 5.098 0.007 0.019 0.005
C -2.122 0.146 2.877 0.022 0.092 0.070
F -2.331 -1.139 3.245 -0.045 0.054 -0.011
H -4.480 -2.617 -2.948 0.010 0.002 0.017
H -2.761 -2.403 -3.339 0.006 0.010 0.010
H -3.923 -1.138 -3.755 0.004 0.013 0.014
H -5.390 -1.133 -0.983 0.008 0.001 -0.019
H -4.887 0.190 -2.057 0.007 -0.006 -0.008
H -4.274 0.128 -0.407 0.016 -0.007 -0.003
H -2.083 -2.720 -1.220 0.032 0.042 0.068
H -3.671 -2.932 -0.492 -0.005 0.030 -0.072
H -1.993 -2.368 1.124 0.051 0.034 0.020
H -3.374 -1.309 1.138 -0.033 -0.004 -0.068
H -1.919 3.161 4.452 -0.006 -0.001 0.004
S 0.427 -1.994 -1.679 0.119 -0.116 -0.083
C 1.285 -2.442 -0.221 0.372 -0.879 0.181
N 1.755 -3.665 -0.094 -0.244 0.586 0.057
N 2.231 -4.074 1.072 0.142 0.027 0.135
C 1.878 -3.694 2.402 0.074 -0.191 -0.264
C 2.848 -3.812 3.383 0.003 0.108 0.080
C 2.524 -3.544 4.708 0.010 -0.003 -0.048
C 1.236 -3.164 5.049 0.024 -0.003 0.040
C 0.263 -3.071 4.058 -0.034 -0.024 -0.042
C 0.576 -3.338 2.737 -0.036 -0.076 0.179
N 1.594 -1.529 0.758 -0.129 0.216 -0.239
N 1.196 -0.359 0.502 0.532 0.026 1.062
C 1.520 0.607 1.513 0.077 -0.137 -0.190
C 1.474 0.254 2.857 0.076 0.102 0.006
C 1.729 1.227 3.808 -0.020 -0.033 0.009
C 2.029 2.528 3.420 0.004 0.026 0.015
C 2.071 2.865 2.075 0.005 -0.059 -0.040
C 1.810 1.903 1.110 -0.013 0.100 0.109
H 2.782 -4.912 0.988 -0.148 -0.086 -0.032
H 3.857 -4.095 3.111 0.007 0.009 -0.013
H 3.290 -3.627 5.468 -0.013 0.002 0.015
H 0.986 -2.949 6.079 -0.008 -0.003 0.001
H -0.751 -2.793 4.310 0.019 0.011 0.018
H -0.193 -3.280 1.982 -0.012 0.032 -0.100
H 1.221 -0.759 3.138 0.015 0.006 0.001
H 1.681 0.972 4.858 0.000 -0.001 -0.001
H 2.218 3.283 4.172 0.001 0.002 -0.005
H 2.296 3.879 1.772 0.000 0.006 0.009
H 1.813 2.158 0.058 -0.013 -0.014 -0.006
C 3.440 0.087 -1.498 0.086 -0.089 0.041
Si 2.384 0.942 -2.777 -0.257 0.194 -0.056
C 2.412 -0.083 -4.341 -0.002 -0.004 -0.117
C 3.276 2.577 -3.100 0.207 -0.008 0.152
N 0.707 1.195 -2.273 0.038 0.360 0.042
C -0.118 1.989 -3.083 0.075 -0.206 0.088
C 0.272 2.873 -4.098 -0.067 0.030 -0.083
C -0.659 3.614 -4.817 0.032 -0.046 0.035
C -2.017 3.508 -4.569 -0.069 0.022 -0.015
C -2.450 2.626 -3.586 0.074 -0.021 0.010
C -1.498 1.915 -2.906 -0.028 0.006 0.022
F -1.909 1.016 -1.952 0.116 -0.013 -0.060
H 4.449 0.127 -1.922 0.007 -0.042 0.043
H 3.194 -0.963 -1.345 -0.013 0.005 -0.034
H 3.480 0.585 -0.529 0.030 0.023 -0.027
H 3.339 -0.658 -4.412 0.008 0.012 -0.006
H 2.347 0.548 -5.230 -0.049 -0.015 -0.013
H 1.580 -0.789 -4.363 0.027 -0.011 0.022
H 4.322 2.467 -2.800 -0.013 0.019 0.005
H 2.859 3.407 -2.525 -0.031 -0.016 0.002
H 3.281 2.866 -4.151 0.009 -0.005 -0.017
H 1.313 2.993 -4.338 0.027 0.000 0.004
H -0.304 4.287 -5.587 -0.001 0.001 -0.002
H -2.733 4.091 -5.131 0.007 0.001 0.001
H -3.495 2.480 -3.347 -0.008 0.011 -0.012
```
Forces are in eV/Å.